24
Properties=species:S:1:pos:R:3:lowdin_charge:R:1 method="wB97M-V/def2-TZVPD" homo_energy_ev=-8.85 energy_ha=-421.975320 homo_lumo_gap_ev=9.6320 largest_force_ev_per_a=1.39 de_lowest_kcal_mol=10.1 smiles=CNC[C@@H](C)N.O.O multiplicity=1 charge=0
C -2.310 0.610 1.141 -0.1305
N -0.857 0.459 1.170 -0.1586
C -0.362 -0.611 0.295 -0.2098
C 0.924 -1.256 0.836 -0.4490
C 1.468 -2.242 -0.192 -0.0695
N 1.966 -0.264 1.096 0.0404
H -2.844 -0.134 1.741 0.0760
H -2.568 1.591 1.548 0.0738
H -2.613 0.576 0.099 0.0799
H -0.459 0.424 2.095 0.0956
H -1.160 -1.354 0.172 0.1218
H -0.098 -0.180 -0.673 0.0824
H 0.715 -1.777 1.770 0.1345
H 2.236 -2.838 0.308 0.0762
H 1.911 -1.760 -1.056 0.0705
H 0.710 -2.974 -0.469 0.0794
H 1.762 0.324 1.887 0.0588
H 2.146 0.260 0.258 0.0683
O -0.002 -0.073 -3.002 -0.0617
H 0.949 0.062 -3.000 0.0353
H -0.393 0.709 -2.599 0.0166
O -0.570 2.675 -0.765 -0.0733
H -1.171 3.420 -0.649 0.0367
H -0.446 2.268 0.109 0.0062

***

24
Properties=species:S:1:pos:R:3:lowdin_charge:R:1 method="wB97M-V/def2-TZVPD" homo_energy_ev=-8.75 energy_ha=-421.952802 homo_lumo_gap_ev=9.2456 largest_force_ev_per_a=1.88 de_lowest_kcal_mol=24.2 smiles=CCNCCN.O.O multiplicity=1 charge=0
C -2.127 -1.491 -1.033 -0.0994
C -1.037 -0.425 -0.889 -0.3026
N -0.016 -0.863 0.046 -0.0706
C 1.356 -0.466 -0.276 -0.2172
C 1.602 0.972 -0.858 -0.2829
N 2.434 1.012 -2.057 -0.0083
H -1.834 -2.139 -1.868 0.0648
H -2.167 -2.197 -0.208 0.0648
H -3.096 -1.134 -1.379 0.0659
H -0.639 -0.179 -1.869 0.1083
H -1.556 0.476 -0.548 0.1020
H -0.184 -0.490 0.976 0.0716
H 1.987 -0.600 0.598 0.1058
H 1.713 -1.157 -1.046 0.0991
H 1.973 1.593 -0.037 0.0987
H 0.632 1.376 -1.128 0.0761
H 3.391 1.257 -1.846 0.0590
H 2.441 0.097 -2.493 0.0559
O -1.537 -0.521 3.240 -0.0755
H -1.511 0.396 2.914 -0.0001
H -2.220 -0.954 2.719 0.0293
O -0.228 1.869 2.579 -0.0522
H 0.000 2.115 1.665 0.0459
H 0.622 1.453 2.797 0.0614

***

24
Properties=species:S:1:pos:R:3:lowdin_spin:R:1 method="wB97M-V/def2-TZVPD" homo_energy_ev="-13.86 / -13.71" energy_ha=-421.583085 homo_lumo_gap_ev="10.7811 / 4.9796" largest_force_ev_per_a=6.09 de_lowest_kcal_mol=73.8 multiplicity=2 charge=+1
N 1.413 -1.553 -1.829 0.0360
C 1.112 -0.213 -2.187 0.0044
C -0.128 0.264 -1.537 0.0400
N -0.040 0.109 -0.034 0.6292
C -1.352 -0.020 0.425 0.0917
C 0.633 1.304 0.575 0.0535
H 1.415 -1.596 -0.847 0.0024
H 0.678 -2.231 -2.114 0.0000
H 1.007 -0.192 -3.304 -0.0003
H 1.869 0.569 -1.980 -0.0003
H -0.947 -0.396 -1.862 0.0002
H -0.497 1.231 -1.862 0.0176
H -1.344 -0.473 1.396 0.0241
H -1.870 0.972 0.524 0.0493
H -1.942 -0.612 -0.329 0.0010
H 0.716 2.236 -0.014 0.0231
H 1.678 1.094 0.732 0.0162
H 0.175 1.511 1.457 0.0020
H -1.383 2.863 3.270 0.0001
H -0.847 1.429 3.187 0.0001
O -0.976 2.192 3.727 0.0006
H 0.522 -3.498 1.311 -0.0001
H 0.178 -2.065 0.613 0.0021
O -0.070 -2.923 0.684 0.0070

***

Q: The highest multiplicity belongs to which entry?
A: number 3